Record 1
66
Properties=species:S:1:pos:R:3:forces:R:3 method="wB97M-V/def2-TZVPD" gap_ha=0.112 fmax_ha_per_bohr=0.05269 lumo_ha=-0.13693
C 0.8352 -5.6636 -0.2909 0.0 -0.2 0.0
C -0.1468 -4.5094 -0.1581 -1.3 -0.2 0.3
C -0.3631 -3.9042 -1.5408 -0.1 0.1 -0.3
C -1.5852 -4.9039 0.4988 0.8 -0.5 -0.7
C -2.6542 -5.3105 -0.5034 -0.2 -0.1 -0.3
C -1.3643 -6.0480 1.4814 -0.1 -0.1 0.4
O -2.0179 -3.7325 1.1646 0.2 -0.8 -0.3
B -0.8663 -2.8726 1.2792 -0.1 2.4 0.0
C -1.0185 -1.4660 0.3568 -0.2 -1.3 -0.1
C 0.0955 -1.0330 -0.3606 0.2 1.4 -0.1
C 0.1471 0.2720 -0.8505 -0.1 -0.7 0.1
C -0.9382 1.1102 -0.6451 0.2 0.9 -0.2
C -0.7226 2.5703 -0.9564 0.1 -0.6 -0.1
F -1.8827 3.2277 -1.2463 0.7 0.0 0.3
F -0.1514 3.1947 0.1298 -0.4 0.2 -0.8
F 0.1330 2.7602 -2.0088 -0.8 0.2 0.9
C -2.1249 0.6365 -0.0905 0.0 -0.4 -0.2
C -2.1866 -0.7038 0.3094 0.3 1.0 0.2
C -0.7280 -2.2359 2.8827 -0.1 -0.3 -1.3
C 0.6416 -2.4622 3.4634 0.4 0.1 0.7
O 0.3110 -3.5433 0.7594 0.3 -0.8 0.5
H 0.4708 -6.3586 -1.0554 0.1 0.0 0.1
H 1.8150 -5.2992 -0.6106 -0.1 0.1 0.0
H 0.9701 -6.2254 0.6329 0.1 0.2 0.0
H -0.6106 -4.6921 -2.2648 0.0 0.2 0.1
H -1.1701 -3.1604 -1.5315 0.2 -0.2 -0.1
H 0.5479 -3.4029 -1.8807 0.0 -0.1 0.0
H -2.4006 -6.2527 -1.0143 -0.1 0.2 0.1
H -3.5984 -5.4482 0.0350 0.1 -0.1 0.0
H -2.8268 -4.5429 -1.2663 0.1 -0.1 0.2
H -1.2304 -7.0078 0.9600 0.0 0.3 0.2
H -0.4821 -5.8673 2.1092 -0.2 0.0 -0.1
H -2.2331 -6.1258 2.1392 0.0 0.0 0.0
H 0.9596 -1.6628 -0.5451 -0.2 -0.1 0.5
H 1.0265 0.6313 -1.3757 -0.1 0.0 0.1
H -2.9798 1.2967 0.0308 0.1 -0.1 -0.3
H -3.1386 -1.1342 0.6123 0.1 0.0 0.3
H -1.0333 -1.1860 2.8499 0.1 0.2 0.0
H -1.4691 -2.7755 3.4743 -0.1 -0.1 0.1
H 0.5992 -2.2845 4.5480 0.3 -0.2 0.0
H 0.8954 -3.5070 3.2642 0.2 0.1 0.3
H 1.4793 -1.8468 3.0832 -0.6 -0.2 -0.2
C -3.0136 0.7129 3.9589 0.9 2.3 0.4
C -2.8695 1.8833 3.1352 -0.4 -0.6 -0.4
C -1.7712 2.7835 3.2469 0.4 -0.2 0.0
C -1.8228 4.0330 2.6190 0.3 -0.3 0.5
C -2.8544 4.3673 1.7312 0.0 -0.7 0.2
C -3.8606 3.4243 1.4808 -0.2 -0.4 0.4
C -3.9122 2.2426 2.2218 -0.4 0.3 0.1
C -4.3227 0.5103 4.5806 -2.3 -1.4 0.3
C -4.6954 1.2258 5.7573 0.6 0.2 -0.9
C -6.0298 1.3303 6.1455 -0.3 -0.5 -0.3
C -7.0338 0.6237 5.4531 0.5 0.1 -0.2
C -6.6635 -0.2243 4.3904 -0.1 0.2 0.4
C -5.3228 -0.3210 3.9930 0.6 0.5 0.0
H -2.1150 0.2507 4.3829 -0.2 0.0 -0.2
H -0.9325 2.4762 3.8933 -0.4 0.4 -0.4
H -1.0435 4.7640 2.8310 -0.1 -0.3 -0.1
H -2.8691 5.3344 1.2225 0.1 -0.4 0.2
H -4.6271 3.6273 0.7310 0.2 -0.1 0.3
H -4.7524 1.5463 2.1178 0.3 0.4 -0.1
H -3.9195 1.7420 6.3250 -0.3 0.1 -0.2
H -6.2977 1.9991 6.9719 0.2 -0.5 -0.3
H -8.0870 0.7327 5.7577 0.7 -0.1 -0.3
H -7.4388 -0.7839 3.8473 0.5 0.1 0.4
H -5.0047 -1.0225 3.2096 -0.3 0.5 0.2


Record 2
48
Properties=species:S:1:pos:R:3:forces:R:3 method="wB97M-V/def2-TZVPD" gap_ha=0.360 fmax_ha_per_bohr=0.01073 lumo_ha=0.02866
C 2.3738 4.8065 -1.1301 -0.1 -0.2 0.1
C 1.1518 4.8856 -0.2616 -0.1 0.1 0.0
C 0.4671 6.2210 -0.2854 0.0 -0.2 0.1
C 0.6972 3.8968 0.4989 0.1 -0.1 0.0
C 1.2847 2.5303 0.6769 0.1 0.1 0.1
N 0.2558 1.5065 0.4774 0.0 0.0 -0.1
C -0.1927 1.5532 -0.9067 -0.4 0.0 -0.2
C -1.3127 0.5584 -1.1666 0.2 0.2 -0.1
N -0.8170 -0.7741 -0.8929 -0.1 0.0 0.0
C -1.7789 -1.8098 -1.2271 0.0 0.1 -0.1
C -1.1401 -3.1681 -1.1804 0.0 -0.2 0.0
C 0.1114 -3.3816 -1.7493 -0.1 -0.1 0.1
C 0.6703 -4.6461 -1.6954 -0.1 0.1 0.0
C -0.0489 -5.6570 -1.0739 0.2 0.0 -0.1
N -1.2374 -5.4676 -0.5292 -0.2 -0.5 0.2
C -1.7630 -4.2564 -0.5806 0.0 0.4 -0.1
C -0.4265 -0.8369 0.5018 0.3 0.1 0.0
C 0.7075 0.1510 0.8002 0.1 -0.4 0.2
C 1.1594 -0.0090 2.2619 -0.3 0.3 0.0
C 0.0885 0.3477 3.3006 0.1 -0.5 0.0
O -0.3941 1.6590 3.1914 -0.1 0.5 -0.1
H 2.5798 3.7899 -1.4529 0.1 -0.1 -0.1
H 2.2473 5.4305 -2.0125 0.0 0.0 -0.1
H 3.2440 5.1721 -0.5843 0.1 0.1 0.0
H 1.1737 7.0080 -0.0239 0.0 0.1 0.0
H 0.0905 6.4345 -1.2859 0.0 0.1 -0.1
H -0.3643 6.2517 0.4133 -0.1 0.1 0.1
H -0.1887 4.0596 1.0988 -0.2 0.1 0.1
H 1.6417 2.4656 1.7068 0.0 -0.1 -0.1
H 2.1409 2.3621 0.0051 0.0 0.0 0.1
H -0.5421 2.5672 -1.1132 0.0 -0.1 -0.1
H 0.6418 1.3245 -1.5935 0.0 0.0 0.0
H -1.6151 0.6205 -2.2149 0.0 0.0 0.0
H -2.1838 0.8076 -0.5340 0.0 0.0 -0.1
H -2.6615 -1.7873 -0.5620 0.0 0.0 -0.1
H -2.1259 -1.6197 -2.2491 -0.1 0.0 0.1
H 0.6287 -2.5555 -2.2140 0.1 0.1 0.0
H 1.6401 -4.8452 -2.1252 0.1 0.0 0.0
H 0.3414 -6.6640 -1.0047 0.1 -0.1 0.0
H -2.7366 -4.1517 -0.1172 -0.1 0.1 0.0
H -0.0810 -1.8493 0.7239 0.0 0.1 0.1
H -1.2906 -0.6120 1.1503 0.0 0.0 0.0
H 1.5635 -0.1228 0.1508 -0.1 0.0 0.0
H 2.0467 0.5990 2.4425 0.0 -0.1 0.0
H 1.4450 -1.0522 2.4116 0.1 0.0 0.0
H 0.5186 0.2629 4.3036 -0.1 -0.1 -0.1
H -0.7424 -0.3714 3.2354 0.1 0.0 0.1
H -0.5765 1.8174 2.2490 0.0 -0.1 0.0


Record 3
11
Properties=species:S:1:pos:R:3:forces:R:3 method="wB97M-V/def2-TZVPD" gap_ha="0.079 / 0.243" fmax_ha_per_bohr=0.14204 spin_multiplicity=2 lumo_ha="-0.05773 / -0.06154"
O -0.3542 1.3613 -1.3492 -1.5 -2.2 -6.8
C -0.2214 1.6051 -0.1592 0.7 1.9 5.2
C -0.2997 0.5052 0.8573 0.7 1.1 0.7
O -0.5452 -0.7063 0.2225 0.3 -1.9 -0.5
Sr -1.3227 -0.7580 -2.0850 1.7 1.3 1.6
H 0.0407 2.6217 0.1850 0.0 -0.3 0.0
H -1.0753 0.7790 1.5973 0.0 -0.6 0.0
H 0.6551 0.4938 1.4171 -0.2 -0.4 0.1
O 0.6893 -2.0423 -1.3247 -0.6 -0.1 -0.4
C 0.8536 -1.8038 -0.1341 0.2 0.5 0.8
O 1.5798 -2.0558 0.7728 -1.2 0.7 -0.6


Record 4
120
Properties=species:S:1:pos:R:3:forces:R:3 method="wB97M-V/def2-TZVPD" gap_ha=0.302 fmax_ha_per_bohr=0.09043 lumo_ha=0.01396
C 4.5844 -1.5479 2.7780 0.8 0.3 -1.1
C 4.5912 -1.7796 1.1988 -1.6 -1.1 0.6
C 4.0254 -3.2553 1.0461 1.3 0.6 0.1
C 3.4937 -0.8849 0.5223 0.2 0.4 0.0
C 3.8494 0.5870 0.3687 0.9 -0.6 0.9
C 5.2250 0.6418 -0.3098 -0.3 -0.1 -0.6
C 6.3606 -0.3055 0.2189 0.8 2.8 1.1
C 7.6219 -0.1823 -0.7148 -0.2 -1.8 0.3
C 6.8125 0.4161 1.5427 0.4 -0.6 1.0
N 5.8955 -1.6571 0.5079 -1.7 0.2 -1.5
O 6.8639 -2.5244 1.0341 0.3 0.5 0.8
H 4.5612 -0.4860 3.0228 0.0 0.0 0.1
H 3.7730 -2.0614 3.2939 -0.3 0.1 -0.4
H 5.5030 -1.9718 3.1838 0.1 0.0 0.0
H 4.3716 -3.7168 0.1213 -0.4 0.2 -0.3
H 4.4306 -3.8977 1.8279 0.0 0.0 0.2
H 2.9388 -3.2434 1.1306 0.1 -0.1 -0.1
H 3.2329 -1.1711 -0.4966 0.3 -0.8 -0.1
H 2.5713 -1.0295 1.0847 0.0 0.1 0.2
H 3.0873 1.1348 -0.1856 0.1 -0.1 -0.1
H 3.9236 1.0669 1.3446 -0.1 0.1 0.2
H 5.5878 1.6597 -0.1673 0.3 0.0 -0.3
H 5.0520 0.5021 -1.3769 0.2 -0.2 -0.2
H 8.4641 -0.6701 -0.2241 0.1 0.2 0.4
H 7.9605 0.8230 -0.9655 -0.6 0.1 0.2
H 7.5670 -0.7875 -1.6197 -0.6 0.2 -0.3
H 7.6851 1.0679 1.4998 0.1 -0.1 -0.6
H 7.0876 -0.3543 2.2630 0.1 0.0 0.1
H 6.0700 1.0357 2.0455 -0.4 -0.2 -0.2
H 7.0021 -3.2019 0.3681 -0.1 0.1 -0.2
C -2.5165 -1.9407 -4.7402 -0.1 0.0 -1.1
C -3.9836 -2.1804 -5.2924 0.8 -0.2 2.3
C -4.1097 -3.7046 -5.4414 -0.9 -0.4 0.1
C -4.9436 -1.6754 -4.1371 -0.5 -1.7 -1.3
C -6.4152 -1.6392 -4.6145 0.7 0.7 0.8
C -6.5093 -0.6583 -5.7292 0.7 -0.8 -1.5
C -5.6029 -1.0884 -6.9937 -0.7 -0.7 1.5
C -6.3246 -2.2711 -7.7714 -0.1 1.0 -0.2
C -5.5281 0.1794 -7.8570 0.2 -1.7 -0.6
N -4.2326 -1.4806 -6.5169 -2.7 2.1 1.5
O -3.3276 -1.6846 -7.5157 0.8 -0.2 -0.7
H -2.0857 -0.9400 -4.7750 -0.6 0.4 -0.5
H -2.3511 -2.2051 -3.6958 -0.5 -0.6 0.0
H -1.8983 -2.5513 -5.3984 0.4 0.0 0.4
H -5.0723 -3.9571 -5.8861 0.0 0.0 -0.2
H -3.3353 -4.1768 -6.0459 0.1 0.3 -0.1
H -4.1424 -4.2130 -4.4778 0.4 0.1 0.2
H -4.9152 -2.4087 -3.3312 0.4 -0.1 0.1
H -4.5793 -0.7456 -3.7005 -0.3 0.3 -0.4
H -6.8454 -2.5827 -4.9503 0.4 -0.3 0.4
H -6.9948 -1.2515 -3.7767 -0.4 -0.3 0.1
H -6.2242 0.3034 -5.3026 0.1 0.3 -0.6
H -7.5330 -0.6338 -6.1025 0.0 0.4 -0.1
H -7.2538 -1.8897 -8.1948 -0.3 0.1 0.2
H -6.5844 -3.1712 -7.2142 0.2 0.3 0.4
H -5.7959 -2.6161 -8.6599 0.6 0.2 0.2
H -6.5251 0.4937 -8.1656 0.0 0.3 0.5
H -5.0854 -0.1759 -8.7875 0.6 0.6 -0.2
H -4.9389 0.9290 -7.3288 -0.1 0.1 -0.3
H -2.8436 -0.8615 -7.4167 0.7 0.0 -0.7
C 3.6429 4.0346 5.5692 -1.4 -0.5 -0.6
C 2.7003 2.9410 4.9130 0.7 0.4 1.1
C 3.5543 2.1127 4.0645 0.3 -1.1 -1.4
C 2.1909 1.9889 6.0805 0.6 1.9 -0.4
C 1.1590 0.9875 5.6748 -1.3 1.0 0.5
C 0.0073 1.8517 5.1226 0.7 -0.1 -1.0
C 0.4200 2.6609 3.8293 -1.8 0.1 -0.4
C 0.4887 1.6705 2.5307 0.1 1.6 1.6
C -0.8008 3.6645 3.5997 -0.1 0.2 0.2
N 1.5808 3.5819 4.1864 -1.9 -3.1 2.9
O 1.9671 4.3691 3.1507 0.6 0.6 -1.4
H 3.0109 4.4142 6.3721 0.7 0.3 0.5
H 4.5976 3.5813 5.8359 -0.3 -0.1 0.6
H 3.9237 4.8631 4.9190 -0.4 -0.1 -0.3
H 3.0118 1.2665 3.6430 0.0 -0.1 0.0
H 3.8715 2.7130 3.2118 0.7 -0.2 0.0
H 4.3139 1.6947 4.7249 0.6 0.1 -0.6
H 2.9812 1.4992 6.6495 0.6 0.2 -0.5
H 1.8007 2.7310 6.7769 -0.7 -0.4 0.4
H 1.5062 0.1874 5.0211 0.1 0.2 -0.3
H 0.8252 0.5318 6.6071 -0.1 -0.2 0.0
H -0.2754 2.5922 5.8708 0.2 0.0 0.2
H -0.9049 1.2806 4.9500 0.0 0.0 -0.5
H 0.5577 2.3019 1.6448 0.6 -0.2 -0.1
H -0.4621 1.1517 2.4083 -0.1 0.0 0.5
H 1.2781 0.9281 2.6474 0.0 0.2 -0.4
H -0.5530 4.6648 3.2446 0.5 -0.1 -0.3
H -1.3386 3.9088 4.5158 0.3 -0.3 0.5
H -1.6311 3.3937 2.9475 0.4 -0.8 -0.4
H 1.2903 5.0455 3.2285 0.3 0.6 -0.4
O -2.7573 -0.7687 4.0969 2.2 -0.4 3.2
C -2.0747 -1.0201 5.0936 -0.8 -0.2 -1.1
O -1.0122 -1.8477 5.1484 -2.1 -1.9 -3.3
C -0.5321 -2.0228 6.4459 2.6 0.2 -1.1
C -1.5603 -1.4115 7.2997 -0.7 -0.1 -1.8
F -0.9452 -0.6612 8.1485 0.9 2.0 2.9
O -2.2207 -0.5555 6.3701 -1.7 0.3 -0.5
H -0.0879 -2.9614 6.7771 -0.9 -0.6 -0.7
H 0.3378 -1.4151 6.1970 0.5 0.5 2.3
H -2.2858 -2.0595 7.7912 0.0 0.0 0.0
O 0.3908 0.3895 -0.7064 0.2 -0.6 -0.2
C -0.4754 -0.3559 -0.3650 1.0 2.6 -0.8
O -1.6811 -0.3493 -0.9086 -1.5 0.9 -1.2
C -2.6252 -1.1427 -0.1891 1.5 -0.8 -0.5
C -1.6674 -1.6089 0.9232 -2.8 -1.7 2.0
F -1.5871 -2.9726 1.0081 -0.1 -0.4 -0.3
O -0.4242 -1.1399 0.6867 0.9 -0.3 0.5
H -3.5295 -0.6488 0.1666 0.5 0.6 0.0
H -2.9297 -1.9091 -0.9018 0.0 -0.4 0.4
H -2.0426 -1.2799 1.8922 0.3 0.1 0.2
C -1.9006 2.0740 -3.3325 0.5 1.5 1.1
C -2.2787 2.1932 -4.7211 -1.6 -0.9 -2.8
C -3.6012 2.7835 -5.1345 0.0 0.5 1.1
O -1.7053 1.6668 -5.6505 1.3 -0.3 0.2
H -2.3545 2.9283 -2.8302 -0.2 -0.2 0.5
H -0.8336 2.2892 -3.2759 0.2 -0.9 0.3
H -2.2595 1.1412 -2.8976 0.4 0.0 0.0
H -3.9136 3.5985 -4.4816 0.1 0.4 -0.3
H -4.3451 2.0159 -4.9210 -0.1 -0.3 -0.4
H -3.5076 3.0285 -6.1925 -0.5 0.1 0.2